Record 1
The following is a DFT calculation (wB97M-V/def2-TZVPD) of C61H74FN6O3P2SSiTi as an isolated structure.

The geometry in ORCA input format:
```
! RIJCOSX wB97M-V def2-TZVPD def2/J DEFGRID3
* xyz 3 1
Ti -1.4575 0.3281 -0.2788
F 4.5805 -1.4128 1.9154
C 3.8634 -0.3784 2.3824
C 2.6782 -0.1287 1.7594
C 1.8489 0.9201 2.1805
C 0.5876 1.1556 1.5448
O 0.1900 0.3912 0.5767
C -0.1668 2.2369 2.0421
C 0.3097 2.9842 3.0908
N 1.4732 2.7500 3.6976
C 1.8256 3.5065 4.8882
C 1.5019 4.9634 4.9742
C 2.9267 4.5265 4.8252
C 2.2818 1.7108 3.2627
C 3.5012 1.4333 3.8834
C 4.3253 0.3818 3.4875
N 5.5315 0.1466 4.1388
C 6.4910 -0.8572 3.6507
C 7.7714 -0.8117 4.4896
N 8.0381 0.5995 4.8993
C 6.9852 1.0886 5.8565
C 5.6658 0.3629 5.5730
C -1.5345 2.5391 1.5247
O -2.1166 3.5626 1.7976
O -2.0664 1.5855 0.8028
H 2.3626 -0.7712 0.9472
H -0.2926 3.7963 3.4742
H 1.7339 2.9101 5.7881
H 1.1671 5.3415 5.9288
H 1.0388 5.4493 4.1262
H 3.5876 4.6147 5.6764
H 3.3995 4.6972 3.8668
H 3.8166 2.0765 4.6898
H 6.7253 -0.6391 2.6100
H 6.0975 -1.8749 3.7018
H 8.6048 -1.1947 3.9049
H 7.6930 -1.4121 5.3934
H 8.0244 1.1805 4.0593
H 8.9669 0.6881 5.3144
H 6.8825 2.1641 5.7284
H 7.3075 0.8943 6.8781
H 4.8465 0.9519 5.9709
H 5.6417 -0.6005 6.0932
C -0.6567 -2.4283 -2.8540
N 0.7561 -2.0991 -2.8278
C 1.1182 -1.1474 -1.8014
P 0.6710 0.4039 -2.7853
C 2.2897 0.5547 -3.6514
C 3.4745 0.7106 -2.9323
C 4.6921 0.7521 -3.5880
C 4.7400 0.6360 -4.9717
C 3.5673 0.4990 -5.6937
C 2.3440 0.4675 -5.0361
C 0.7469 2.0812 -1.9899
C 0.0130 2.9949 -2.7551
C 0.0982 4.3599 -2.5296
C 0.9222 4.8384 -1.5243
C 1.6696 3.9465 -0.7665
C 1.5950 2.5829 -1.0022
C 1.6985 -2.8495 -3.5590
C 1.2879 -3.7426 -4.5537
C 2.2102 -4.4376 -5.3200
C 3.5701 -4.2716 -5.1208
C 3.9897 -3.4002 -4.1289
C 3.0741 -2.7042 -3.3570
P -1.8310 -1.0051 -2.5232
C -2.2710 -0.4243 -4.2154
C -1.3429 -0.5061 -5.2501
C -1.6773 -0.0900 -6.5302
C -2.9332 0.4363 -6.7848
C -3.8701 0.5001 -5.7635
C -3.5487 0.0626 -4.4894
C -3.4179 -1.9095 -2.2631
C -4.3514 -1.3233 -1.4098
C -5.6500 -1.8057 -1.3343
C -6.0138 -2.9114 -2.0870
C -5.0824 -3.5230 -2.9147
C -3.7994 -3.0128 -3.0233
H -0.9026 -3.1863 -2.0950
H -0.9302 -2.8255 -3.8272
H 2.1645 -1.2101 -1.5311
H 0.5025 -1.3286 -0.9170
H 3.4537 0.7973 -1.8525
H 5.6053 0.8640 -3.0173
H 5.6897 0.6655 -5.4888
H 3.6022 0.4125 -6.7714
H 1.4273 0.3763 -5.6054
H -0.6039 2.6254 -3.5673
H -0.4665 5.0431 -3.1496
H 1.0112 5.9029 -1.3531
H 2.3455 4.3213 -0.0060
H 2.2381 1.9225 -0.4370
H 0.2415 -3.9187 -4.7589
H 1.8471 -5.1188 -6.0778
H 4.2920 -4.8092 -5.7191
H 5.0459 -3.2560 -3.9419
H 3.4760 -2.0416 -2.6057
H -0.3544 -0.9099 -5.0659
H -0.9560 -0.1760 -7.3324
H -3.1904 0.7832 -7.7765
H -4.8604 0.8868 -5.9673
H -4.2930 0.0862 -3.7081
H -4.0566 -0.4583 -0.8200
H -6.3784 -1.3194 -0.6979
H -7.0286 -3.2836 -2.0464
H -5.3688 -4.3895 -3.4958
H -3.1015 -3.4685 -3.7151
S -2.9045 1.9795 -1.8562
C -4.3516 2.5472 -1.1635
N -5.5220 2.5055 -1.7985
C -6.6029 3.1256 -1.0292
C -5.8756 3.5619 0.2600
N -4.5040 3.1005 0.0308
H -5.6174 2.2132 -2.7553
H -7.3927 2.4012 -0.8344
H -7.0318 3.9681 -1.5695
H -6.2921 3.0929 1.1507
H -5.8913 4.6424 0.3971
H -3.7416 3.3157 0.6625
C -0.9742 -0.8173 3.2350
Si -2.1842 -1.2788 1.8171
C -3.9538 -0.9045 2.5909
C -3.8709 -0.9607 4.1225
C -4.9864 -1.9466 2.1404
C -4.4784 0.4796 2.1965
C -1.7954 -3.1753 1.5620
C -2.6080 -3.7832 0.4153
C -0.3066 -3.3515 1.2364
C -2.0985 -3.9552 2.8476
H -1.1830 -1.4534 4.0948
H -1.0928 0.2185 3.5585
H 0.0688 -0.9724 2.9558
H -3.4498 -1.9053 4.4705
H -4.8797 -0.8797 4.5350
H -3.2769 -0.1433 4.5338
H -4.7691 -2.9286 2.5592
H -5.0263 -2.0428 1.0583
H -5.9780 -1.6546 2.4972
H -3.8245 1.2776 2.5509
H -5.4617 0.6391 2.6491
H -4.5851 0.5768 1.1143
H -2.4317 -3.2468 -0.5154
H -3.6793 -3.7606 0.6167
H -2.3206 -4.8282 0.2676
H -0.0200 -2.7834 0.3473
H -0.0934 -4.4056 1.0412
H 0.3276 -3.0350 2.0674
H -3.1287 -3.8251 3.1766
H -1.4392 -3.6638 3.6673
H -1.9449 -5.0217 2.6631
*
```

Values from the calculation:
Lowest unoccupied orbital energy = -7.848 eV
Relative energy (zero: lowest compared OMol25 entry of this formula, charge and spin) = 2.175 eV
HOMO level = -12.90 eV

Results of the Löwdin charge analysis, in e, for atoms 1 through 6:
1 Ti 0.7562
2 F 0.0895
3 C -0.1663
4 C 0.0991
5 C -0.0669
6 C -0.2725


Record 2
The following is a DFT calculation (wB97M-V/def2-TZVPD) of C5H11N as an isolated structure.

The geometry in ORCA input format:
```
! RIJCOSX wB97M-V def2-TZVPD def2/J DEFGRID3
* xyz 0 1
C -1.3036 -2.6570 -0.7760
N -1.5691 -1.2501 -0.5984
C -0.0144 -0.6937 0.3160
C 1.2299 2.9146 0.3501
C 0.6940 1.5829 0.7370
C 0.2382 0.6719 -0.1190
H -2.1270 -3.0753 -1.3558
H -1.2205 -3.2775 0.1313
H -0.3963 -2.8764 -1.3549
H -1.3993 -0.9993 0.3548
H 0.1496 -0.8769 1.3816
H 0.5908 -1.4546 -0.1677
H 0.5269 3.4851 -0.2847
H 2.0627 2.8129 -0.3607
H 1.5687 3.5405 1.1743
H 0.8486 1.2399 1.7356
H 0.1209 0.9128 -1.1634
*
```

Values from the calculation:
Lowest unoccupied orbital energy = 1.081 eV
Relative energy (zero: lowest compared OMol25 entry of this formula, charge and spin) = 4.310 eV
HOMO level = -8.51 eV

Results of the Löwdin charge analysis, in e, for atoms 1 through 6:
1 C -0.2407
2 N -0.0363
3 C -0.1164
4 C -0.1083
5 C -0.1620
6 C -0.1482


Record 3
The following is a DFT calculation (wB97M-V/def2-TZVPD) of a 15-piece molecular cluster, C4H41N3O14 overall.

The geometry in ORCA input format:
```
! RIJCOSX wB97M-V def2-TZVPD def2/J DEFGRID3
* xyz 0 1
N -3.0403 1.8043 -0.0077
C -3.8440 1.2071 -1.1266
C -2.8262 0.8009 -2.2717
N -1.8357 -0.2274 -1.9162
C -0.3320 -0.1379 -2.1074
C 0.2459 -1.3898 -1.6602
N 0.3275 -1.7677 -0.2340
H -3.6503 1.9149 0.8839
H -2.3351 1.1920 0.3320
H -4.4053 2.1376 -1.5572
H -4.5347 0.3327 -0.9253
H -3.2237 0.4688 -3.2104
H -2.1573 1.7086 -2.3948
H -2.0393 -0.7579 -1.1645
H -0.1067 0.1149 -3.1258
H 0.0150 0.7019 -1.5680
H -0.2943 -2.3551 -2.2148
H 1.2017 -1.4838 -2.2331
H -0.5452 -1.6760 0.3019
H 0.8562 -1.1136 0.2319
H -0.0276 -1.3476 2.4980
H -1.3645 -2.1123 3.0728
O -0.9648 -1.5865 2.3266
H -3.3298 -0.8022 1.7565
H -4.1609 0.4210 2.0756
O -3.8264 -0.3556 2.4535
H 3.5050 -1.4512 -0.8632
H 3.8859 -0.3640 -1.6229
O 3.4998 -1.2985 -1.7597
H 2.6695 1.2525 3.8166
H 2.5187 2.0875 2.4453
O 2.6311 1.2259 2.8722
H -3.3805 -2.9027 -0.1494
H -2.3825 -3.2303 0.8379
O -2.7200 -2.4562 0.4170
H 3.2478 1.4569 -3.0264
H 2.3541 2.5849 -2.2785
O 2.4336 1.6800 -2.5832
H 1.9917 -3.0114 0.0521
H 2.1182 -4.2465 1.0778
O 2.6501 -3.6035 0.7073
H -1.5303 3.3607 -1.4493
H -0.3708 2.2794 -1.8506
O -0.6788 3.1421 -1.7371
H -1.0421 0.3171 2.2186
H 0.2415 0.9464 2.7799
O -0.4132 1.1509 2.1963
H 2.0119 -0.1217 2.8231
H 2.4730 -1.5580 2.3805
O 1.7473 -1.1105 2.8229
H -1.6567 -3.1166 -1.6396
H -2.8941 -2.7044 -2.5327
O -2.2226 -3.3271 -2.4112
H 2.4662 3.0624 1.0353
H 3.8309 2.3686 0.9649
O 3.3171 3.0024 1.4921
H 2.9634 0.3285 1.0586
H 2.2435 1.1907 0.0539
O 3.1524 0.8695 0.2717
H 0.2056 1.8699 0.5796
H 0.6298 3.0485 -0.2642
O 0.9420 2.3750 0.2935
*
```

Values from the calculation:
Lowest unoccupied orbital energy = 0.064 eV
Relative energy (zero: lowest compared OMol25 entry of this formula, charge and spin) = 3.942 eV
HOMO level = -8.51 eV

Results of the Löwdin charge analysis, in e, for atoms 1 through 6:
1 N -0.0096
2 C -0.2302
3 C -0.1997
4 N -0.0490
5 C -0.1968
6 C -0.2593


Record 4
The following is a DFT calculation (wB97M-V/def2-TZVPD) of a 2-piece molecular cluster, C3H12N2OS overall.

The geometry in ORCA input format:
```
! RIJCOSX wB97M-V def2-TZVPD def2/J DEFGRID3
* xyz 0 1
C 0.0943 0.0332 -0.4480
C 0.4281 -0.6267 -1.8243
S 1.8498 0.2123 -2.5285
N -0.5647 -0.8169 0.5473
C -2.0336 -0.7032 0.5613
N -2.4840 0.4683 1.3271
H 1.0294 0.3744 -0.0065
H -0.6192 0.8417 -0.6024
H -0.4290 -0.7142 -2.4864
H 0.7221 -1.6593 -1.5987
H 1.3730 1.4932 -2.3710
H -0.3206 -1.8032 0.4528
H -2.4574 -0.5350 -0.4373
H -2.5026 -1.5975 0.9732
H -1.8852 1.2491 1.0656
H -2.1498 0.3148 2.2721
H 2.9018 1.0855 1.0666
H 3.4395 0.9653 2.4280
O 3.6082 1.4181 1.6093
*
```

Values from the calculation:
Lowest unoccupied orbital energy = 0.752 eV
Relative energy (zero: lowest compared OMol25 entry of this formula, charge and spin) = 0.860 eV
HOMO level = -9.15 eV

Results of the Löwdin charge analysis, in e, for atoms 1 through 6:
1 C -0.3117
2 C -0.5753
3 S 0.6946
4 N -0.0831
5 C -0.3180
6 N -0.0050


Record 5
The following is a DFT calculation (wB97M-V/def2-TZVPD) of a 2-piece molecular cluster, CH6NO overall.

The geometry in ORCA input format:
```
! RIJCOSX wB97M-V def2-TZVPD def2/J DEFGRID3
* xyz 1 1
C -0.5064 0.6038 -0.6513
N -1.2568 0.0607 -1.5138
H -0.7824 1.4159 0.0143
H 0.5436 0.3502 -0.5365
H -0.9086 -0.6828 -2.1153
H -2.2485 0.3028 -1.5960
H 2.2000 -0.8631 1.5836
H 1.5774 -0.6516 2.8726
O 1.3817 -0.5359 1.9424
*
```

Values from the calculation:
Lowest unoccupied orbital energy = -5.676 eV
Relative energy (zero: lowest compared OMol25 entry of this formula, charge and spin) = 0.582 eV
HOMO level = -15.29 eV

Results of the Löwdin charge analysis, in e, for atoms 1 through 6:
1 C 0.1684
2 N 0.2120
3 H 0.1361
4 H 0.1185
5 H 0.1673
6 H 0.1725


Question: Which of these has the lowest relative energy (zero: lowest compared OMol25 entry of this formula, charge and spin)?
Answer: CH6NO